# 1
{
  "formula": "C3H10S3",
  "method": "ωB97M-V/def2-TZVPD",
  "fmax_ev_per_a": 2.59,
  "homo_energy_ev": -9.04,
  "de_lowest_ev": 0.704,
  "smiles": "CCS.CSS",
  "homo_lumo_gap_ev": 8.9633,
  "elements": ["C", "C", "S", "H", "H", "H", "H", "H", "H", "C", "S", "S", "H", "H", "H", "H"],
  "coordinates": [[-3.5255, 0.4705, 0.8175], [-2.1911, 0.6475, 1.5182], [-1.5371, 2.3834, 1.6514], [-4.3906, 0.5844, 1.4722], [-3.6138, 1.1365, -0.0441], [-3.5485, -0.5478, 0.4288], [-1.5628, 0.1085, 0.8169], [-2.2142, 0.2709, 2.5507], [-1.1293, 2.3574, 2.9010], [3.9054, -1.4405, -2.4862], [3.9921, -1.4527, -0.6707], [1.9116, -0.6477, -0.3537], [4.4331, -2.3292, -2.8259], [2.8737, -1.6423, -2.8004], [4.3275, -0.5455, -2.9289], [2.2695, 0.6464, -0.0468]],
  "forces_ev_per_angstrom": [[-0.54, 0.27, 0.18], [0.05, 0.38, -0.02], [-0.65, -0.29, -0.94], [0.02, 0.26, -0.08], [-0.08, 0.03, 0.12], [-0.11, -0.05, 0.00], [0.95, -0.13, 0.76], [0.25, -0.28, -0.64], [0.14, -0.19, 0.61], [-0.21, -0.83, 0.01], [-2.41, 0.95, -0.09], [2.21, 0.08, 0.23], [0.43, 0.08, -0.03], [0.26, 0.48, 0.14], [-0.14, 0.09, -0.01], [-0.18, -0.82, -0.24]],
  "lowdin_charge": [-0.186, -0.595, 0.654, 0.068, 0.067, 0.069, 0.042, 0.070, -0.189, -0.530, 0.394, 0.273, 0.018, 0.013, 0.026, -0.195]
}

# 2
{
  "formula": "C3H11B3BeClF2LiN4O7",
  "method": "ωB97M-V/def2-TZVPD",
  "fmax_ev_per_a": 6.82,
  "homo_energy_ev": -7.13,
  "homo_lumo_gap_ev": 3.1343,
  "elements": ["C", "C", "B", "O", "B", "O", "B", "O", "N", "O", "O", "H", "H", "O", "H", "C", "O", "N", "N", "H", "H", "H", "H", "N", "H", "H", "H", "H", "F", "Be", "Cl", "Li", "F"],
  "coordinates": [[-1.2531, 1.0624, 0.5760], [-0.1635, 0.7411, 0.1853], [1.1642, 0.0078, 0.0394], [2.2726, 0.2391, 0.8632], [2.5899, -0.9888, 1.4901], [2.4490, -2.1912, 0.8130], [1.4168, -2.1534, -0.1198], [0.4868, -3.1607, -0.2608], [-0.9018, -2.6523, -0.2292], [-1.4657, -2.9176, -1.1851], [1.3423, -1.0023, -0.8983], [-2.1594, 1.3830, 1.0627], [2.9658, -0.9410, 2.6071], [2.1641, -4.6203, 2.4516], [2.1197, -4.1569, 1.6090], [-3.6245, 4.0376, 0.0902], [-3.9347, 3.1749, 0.9097], [-4.4748, 5.0477, -0.2619], [-2.4168, 4.0545, -0.5247], [-4.2427, 5.7611, -0.9260], [-5.3760, 5.0625, 0.1763], [-1.7820, 3.3233, -0.2780], [-2.1245, 4.7484, -1.2051], [1.3154, -6.2519, 0.0931], [0.5915, -6.8093, -0.3604], [1.2673, -5.2869, -0.2441], [1.1831, -6.2285, 1.1381], [2.2345, -6.6381, -0.1120], [-0.6402, 5.4153, -1.1279], [0.9014, 5.2230, -0.3939], [2.4590, 0.2422, -3.1849], [3.6885, -0.5804, -1.1904], [1.9477, 7.0558, -1.6022]],
  "forces_ev_per_angstrom": [[-0.42, 0.24, 0.66], [0.67, -0.25, 0.09], [0.41, 1.31, -1.36], [-0.65, -0.99, 0.28], [0.67, 0.26, 0.56], [-0.52, 0.57, -0.14], [0.31, -0.36, -0.46], [1.32, -0.42, 0.01], [-0.90, 0.53, -0.36], [0.01, -0.23, 0.15], [-1.19, -0.73, 1.23], [-0.10, 0.04, -0.43], [0.26, -0.17, -0.05], [-0.58, -1.13, -0.94], [0.15, 0.26, 0.28], [0.02, -0.31, 0.01], [0.06, 0.09, -0.01], [-0.12, -0.04, 0.11], [-1.11, -0.13, -0.11], [0.06, -0.02, -0.01], [-0.01, -0.01, 0.00], [0.05, -0.09, -0.13], [-0.46, -0.63, 0.56], [-0.34, -0.27, 0.21], [0.05, -0.01, -0.04], [-0.05, 0.12, 0.30], [0.62, 0.85, 0.20], [0.06, 0.06, 0.18], [5.70, -0.18, 2.10], [-3.12, 3.88, -4.66], [0.98, -0.10, 0.77], [-0.91, 0.52, -1.08], [-0.94, -2.68, 2.05]],
  "lowdin_charge": [0.161, 0.090, -0.671, 0.212, -0.276, 0.253, -0.767, 0.099, 0.089, 0.177, 0.138, 0.053, 0.134, -0.521, -0.208, -0.673, -0.009, 0.152, 0.132, 0.096, 0.101, 0.048, 0.064, 0.276, 0.139, 0.100, 0.119, 0.141, -0.357, 1.015, -0.421, 0.691, -0.577]
}

# 3
{
  "formula": "C3H11ClN3",
  "method": "ωB97M-V/def2-TZVPD",
  "fmax_ev_per_a": 1.78,
  "homo_energy_ev": -12.38,
  "total_charge": 1,
  "de_lowest_ev": 3.975,
  "homo_lumo_gap_ev": 7.9574,
  "elements": ["C", "N", "C", "C", "Cl", "H", "H", "H", "H", "H", "H", "H", "N", "N", "H", "H", "H", "H"],
  "coordinates": [[1.4058, -0.6898, -1.1776], [0.8994, 0.5045, -0.4846], [1.6716, 1.7451, -0.6645], [0.0421, 0.3268, 0.5073], [-0.6430, 1.6558, 1.3775], [2.1272, -0.3512, -1.9218], [1.9177, -1.3712, -0.4964], [0.6020, -1.2366, -1.6668], [2.3379, 1.5343, -1.5248], [1.0093, 2.5808, -0.8809], [2.2805, 1.9561, 0.2202], [-0.0109, -0.6749, 0.9592], [-1.9095, -0.8698, 0.3903], [-2.7304, -1.1793, 1.5087], [-1.6621, -1.7091, -0.1289], [-2.2847, -0.1236, -0.1749], [-2.1911, -1.7876, 2.1249], [-2.8619, -0.3101, 2.0333]],
  "forces_ev_per_angstrom": [[0.30, -0.24, 0.02], [-0.83, -0.24, 1.17], [0.08, 0.09, -0.93], [1.47, -0.53, 0.86], [0.70, -0.81, -0.61], [-0.24, -0.23, 0.04], [0.00, 0.10, 0.12], [-0.05, 0.16, -0.04], [-0.45, 0.59, 0.58], [0.13, 0.04, -0.03], [-0.22, -0.11, -0.09], [0.47, 1.27, -0.07], [0.33, 0.19, -0.79], [-0.11, 0.19, 0.46], [-0.73, 0.24, -0.15], [-0.74, -0.53, -0.30], [-0.08, 0.05, -0.08], [-0.03, -0.25, -0.16]],
  "lowdin_charge": [-0.003, -0.215, -0.020, -0.505, 0.781, 0.097, 0.110, 0.100, 0.103, 0.094, 0.110, 0.103, -0.132, 0.006, 0.114, 0.096, 0.087, 0.074]
}

# 4
{
  "formula": "C3H11FOSSi2Zn",
  "method": "ωB97M-V/def2-TZVPD",
  "fmax_ev_per_a": 6.21,
  "homo_energy_ev": -15.08,
  "total_charge": 2,
  "homo_lumo_gap_ev": 2.3076,
  "elements": ["F", "Si", "O", "Si", "C", "C", "C", "S", "H", "H", "H", "H", "H", "H", "H", "H", "H", "H", "H", "Zn"],
  "coordinates": [[0.3108, -0.9375, 2.0327], [-1.4323, -0.5934, 2.3373], [-2.0385, 0.0366, 0.7740], [-1.4598, -0.9826, -0.5420], [0.2120, -0.3334, -1.3407], [0.4794, 1.1615, -0.7231], [1.9398, 1.8148, -1.0946], [3.3522, 1.1982, 0.0182], [-2.1710, -1.7595, 2.8033], [-1.4294, 0.5277, 3.2984], [-2.4902, -1.0913, -1.6040], [-1.2832, -2.3531, -0.0051], [0.0694, -0.2387, -2.5110], [1.0640, -1.1110, -1.1374], [0.3453, 1.2520, 0.4369], [-0.3361, 1.8908, -1.2004], [1.8503, 2.9803, -0.8528], [2.2363, 1.6927, -2.2210], [2.8690, 0.3051, 0.9887], [-2.0881, -3.4593, 0.5426]],
  "forces_ev_per_angstrom": [[-4.05, 0.12, 0.25], [2.99, 2.95, -1.71], [2.08, -4.22, 0.49], [-0.22, 6.12, -1.05], [1.10, 0.07, -0.14], [-0.46, 1.30, -0.16], [-1.10, 0.05, 0.51], [-0.55, -0.14, -0.54], [-0.06, -0.90, -0.43], [-0.11, -0.42, -0.22], [-0.13, -0.41, 0.53], [1.71, -0.26, -0.04], [0.03, -0.46, 2.36], [-1.33, 1.68, -0.34], [0.31, -0.44, -2.26], [1.73, -1.63, 1.02], [0.15, -2.47, -0.51], [-0.33, 0.13, 2.21], [-0.34, 1.01, -1.11], [-1.43, -2.10, 1.14]],
  "lowdin_charge": [-0.295, 0.668, -0.410, 0.608, -0.242, -0.300, -0.466, 0.804, -0.032, 0.018, 0.021, -0.204, 0.130, 0.108, 0.103, 0.147, 0.131, 0.115, -0.099, 1.195]
}